# 1
# C21H27NO4

A single C21H27NO4 molecule (ωB97M-V/def2-TZVPD, OMol25).

The geometry in XYZ format:
```
53
Properties=species:S:1:pos:R:3:forces:R:3
C 5.455070 -2.842840 1.311630 -0.10 0.11 -0.26
C 4.367738 -2.275919 0.401034 -0.13 0.09 0.25
C 3.008729 -2.842375 0.811871 0.14 0.05 -0.22
C 4.335572 -0.743148 0.458537 0.11 -0.58 -0.35
C 5.692942 -0.079257 0.145183 -0.03 0.14 -0.04
C 5.511440 1.275622 -0.544038 0.09 0.05 0.31
C 4.334934 2.066148 0.033985 0.21 0.21 -0.15
C 4.241126 3.432770 -0.646460 0.01 -0.15 0.20
C 3.060320 1.260957 -0.160504 -0.42 0.46 -0.05
C 1.855084 1.764423 0.135446 0.51 -0.09 -0.07
C 0.544684 1.131384 0.098810 -0.40 -0.13 -0.04
C 0.161770 0.162124 -0.828866 0.05 0.14 0.09
C -1.103317 -0.391295 -0.806032 -0.20 -0.16 -0.04
C -2.030418 0.015397 0.149102 0.40 0.07 -0.15
N -3.322177 -0.505539 0.241779 -0.03 0.26 0.41
C -3.954133 -1.373229 -0.587522 -0.48 -0.20 0.30
O -3.475749 -1.875231 -1.580755 0.11 -0.09 -0.26
C -5.388994 -1.671533 -0.147603 0.04 0.09 -0.14
C -6.351933 -0.546715 -0.538896 0.05 -0.12 0.08
C -6.354594 0.611686 0.423720 0.08 -0.03 0.06
O -5.629149 0.743601 1.377778 0.06 0.02 0.21
O -7.287192 1.510111 0.109050 -0.45 0.28 -0.29
C -1.666385 0.998298 1.070198 -0.10 -0.08 -0.04
C -0.406439 1.551265 1.035266 0.10 -0.10 -0.10
C 3.335203 -0.149664 -0.524835 0.04 -0.04 0.50
O 2.892093 -0.741273 -1.478276 0.05 -0.13 -0.21
H 5.425692 -3.929801 1.291796 0.03 -0.11 0.04
H 6.446669 -2.526519 0.999578 0.15 0.02 0.03
H 5.295578 -2.516949 2.337940 0.00 0.02 0.17
H 4.570228 -2.573616 -0.632874 0.01 0.06 0.01
H 2.766100 -2.547847 1.831815 -0.02 0.01 0.16
H 2.223795 -2.482974 0.152547 -0.11 -0.02 -0.01
H 3.023804 -3.928619 0.763247 -0.05 -0.13 0.04
H 4.018633 -0.436951 1.462072 -0.03 0.03 -0.01
H 6.268301 -0.730883 -0.514266 0.05 -0.08 0.05
H 6.257220 0.046429 1.070830 0.04 -0.05 -0.03
H 5.324245 1.118839 -1.609500 0.02 0.05 -0.07
H 6.430916 1.857340 -0.452129 -0.02 0.03 -0.10
H 4.502230 2.222140 1.107972 0.04 -0.04 -0.03
H 4.030172 3.308748 -1.706127 -0.03 0.00 -0.12
H 3.455073 4.041858 -0.209733 -0.07 0.10 -0.01
H 5.182964 3.966882 -0.540493 0.09 0.09 0.01
H 1.830925 2.768974 0.545861 0.09 0.09 0.02
H 0.856214 -0.155158 -1.588668 0.01 0.03 -0.04
H -1.381042 -1.135406 -1.533417 -0.01 -0.01 -0.02
H -3.883306 -0.111204 0.991312 -0.02 -0.18 -0.21
H -5.692452 -2.588563 -0.652713 0.09 0.07 0.04
H -5.424711 -1.829911 0.931401 -0.04 -0.04 -0.02
H -7.377178 -0.920681 -0.589925 0.03 0.06 -0.05
H -6.106993 -0.160001 -1.531393 -0.10 0.01 -0.01
H -7.279727 2.252477 0.734527 0.22 -0.24 0.03
H -2.385497 1.327496 1.807636 -0.07 0.04 0.08
H -0.141223 2.311676 1.756818 0.02 0.08 0.05
```
Forces are in eV/Å.

Computed properties:
HOMO-LUMO gap (eV): 8.335
E_LUMO (hartree): 0.017
F_max (eV/Å): 0.687
SMILES: CC(C)[C@H]1CC[C@@H](C)/C(=C/c2ccc(NC(=O)CCC(=O)O)cc2)C1=O
Calculated total energy (a.u.): -1172.1803
E_HOMO (eV): -7.9

=====

# 2
# C21H27NO6S

2 unconnected molecules or ions with the total composition C21H27NO6S in a non-equilibrium geometry (ωB97M-V/def2-TZVPD, OMol25).

The geometry in XYZ format:
```
56
Properties=species:S:1:pos:R:3:forces:R:3
C 5.782644 -1.605658 -2.768042 -0.34 0.60 0.12
O 5.084242 -0.399828 -2.397484 0.02 -0.45 -0.25
C 3.737780 -0.466225 -2.231459 -0.80 -0.24 0.25
C 3.083010 0.719633 -1.816063 0.51 -0.73 -0.04
C 1.757377 0.666050 -1.441890 0.18 0.25 -0.35
C 1.002873 -0.501551 -1.536424 -0.49 -0.22 -0.46
C -0.421395 -0.469990 -0.909977 -0.23 0.07 -3.11
N -1.363534 -1.503333 -1.265756 0.79 0.15 0.37
C -2.688606 -1.152171 -1.671539 -0.52 0.61 -0.06
C -1.054186 -2.896984 -1.277995 -0.06 -0.71 -0.34
C 1.610027 -1.634862 -2.070378 0.01 0.09 0.06
C 2.970632 -1.639580 -2.393936 0.50 0.54 0.06
H 6.821716 -1.286563 -2.836555 -0.07 -0.22 -0.05
H 5.672659 -2.385483 -2.000758 -0.01 0.21 -0.17
H 5.429648 -1.976085 -3.740208 0.11 0.06 0.21
H 3.651509 1.640011 -1.709685 -0.03 -0.19 -0.06
H 1.303404 1.564966 -1.040879 0.16 -0.16 -0.10
H -0.938318 0.467590 -1.178430 0.51 -0.31 -0.38
H -3.228596 -2.074872 -1.925740 0.09 0.40 -0.01
H -3.239736 -0.626397 -0.871589 0.05 -0.16 -0.23
H -2.666280 -0.490071 -2.553282 -0.17 -0.19 0.07
H -1.926403 -3.460923 -0.908351 0.36 0.03 0.11
H -0.889962 -3.232109 -2.316820 0.08 -0.28 0.21
H -0.177696 -3.156996 -0.672149 -0.33 0.09 -0.10
H 1.052209 -2.553023 -2.228264 0.23 0.30 0.09
H 3.435704 -2.570518 -2.726209 -0.20 0.38 0.05
C -4.179676 -2.028710 2.579070 -0.38 -0.05 0.24
C -2.772187 -2.416139 2.252930 -0.15 0.30 -0.23
O -2.249837 -1.311462 1.463599 1.79 -0.43 0.08
C -0.914106 -1.441551 1.322347 -1.35 -1.81 0.81
C -0.236382 -0.382358 0.513505 -0.24 1.54 3.65
O 0.907307 0.100101 0.954270 -0.63 -0.30 0.23
C 1.291091 -0.009209 2.351334 0.05 0.02 0.15
S -1.983525 1.409560 1.272858 0.84 -0.25 -0.18
C -1.184301 3.054152 1.021639 -0.27 -0.61 -0.23
C -1.340275 4.028511 1.992167 0.32 0.51 0.09
C -0.632404 5.233082 1.859520 -0.18 -0.39 -0.13
C 0.269140 5.409202 0.802594 -0.11 -0.20 0.05
C 0.428065 4.399805 -0.150457 -0.32 -0.12 -0.04
C -0.359649 3.244518 -0.077714 0.17 0.30 0.20
O -3.348178 1.470608 0.739670 0.61 0.00 -0.04
O -1.832882 1.219431 2.716307 -0.17 0.05 0.33
O -0.320365 -2.423259 1.752358 0.08 1.48 -0.63
H -4.647665 -2.834834 3.146300 -0.07 0.03 0.00
H -4.174721 -1.126584 3.197533 -0.08 -0.08 -0.17
H -4.768564 -1.847466 1.675390 0.10 0.01 0.13
H -2.147301 -2.508420 3.148793 -0.22 -0.15 -0.24
H -2.685528 -3.319884 1.633739 -0.05 0.13 0.34
H 2.300349 0.412647 2.372237 -0.29 -0.11 0.06
H 0.606843 0.576227 2.983553 0.14 -0.21 -0.30
H 1.302235 -1.068955 2.636217 0.02 0.43 -0.04
H -1.995522 3.840436 2.842714 0.20 0.07 -0.19
H -0.786677 6.019341 2.596085 0.11 -0.12 -0.16
H 0.836581 6.337526 0.714005 -0.12 -0.31 0.08
H 1.153173 4.494246 -0.957985 -0.23 0.15 0.11
H -0.335781 2.494404 -0.864728 0.09 0.22 0.19
```
Forces are in eV/Å.

Computed properties:
HOMO-LUMO gap (eV): 7.234
E_LUMO (hartree): -0.025
F_max (eV/Å): 3.965
Calculated total energy (a.u.): -1720.6458
E_HOMO (eV): -7.9

=====

# 3
# C21H27O11W

A molecular structure, C21H27O11W in a non-equilibrium geometry (ωB97M-V/def2-TZVPD, OMol25).

The geometry in XYZ format:
```
60
Properties=species:S:1:pos:R:3:forces:R:3
W 0.535923 -0.316187 1.710819 0.47 -0.69 -0.17
C 1.375755 0.290032 4.583422 0.64 -0.50 0.66
O 0.810220 0.884280 3.393891 -0.05 -0.07 -1.25
C 0.276051 2.219418 3.513322 0.88 1.34 0.62
C 0.183880 2.733952 2.090110 -0.62 0.53 0.23
O -0.372791 1.646192 1.281714 0.64 0.05 1.16
C -1.230070 2.047468 0.188417 -1.24 0.51 0.26
C -0.467958 2.622517 -0.957876 0.74 0.21 0.22
O 0.438586 1.688304 -1.466736 0.36 -0.72 0.51
C 1.165194 2.172443 -2.598162 0.36 1.22 0.18
H 2.105526 0.937978 5.101917 -0.44 -0.05 -0.59
H 1.848151 -0.640314 4.246840 -0.12 0.36 0.52
H 0.497503 0.123070 5.170877 -0.11 -0.47 0.94
H 1.026054 2.872338 4.024588 -0.35 -0.65 -0.28
H -0.591584 2.196957 4.194912 -0.10 -0.06 -0.84
H 1.181139 2.938368 1.676918 -0.29 0.16 0.26
H -0.469537 3.644784 2.060110 0.56 -0.86 -0.20
H -2.015419 2.714384 0.579836 0.71 0.38 0.02
H -1.822295 1.186306 -0.014611 0.08 -0.73 -0.69
H 0.107506 3.501446 -0.611563 -0.54 0.13 -0.29
H -1.184305 2.859872 -1.733165 -0.34 0.63 -0.12
H 0.672228 3.074368 -3.006418 0.36 -0.34 0.16
H 1.133079 1.420964 -3.337473 -0.04 -0.89 -0.90
H 2.239981 2.393902 -2.392854 -0.84 -0.04 0.27
O -1.870744 -5.218409 -0.527991 0.25 0.08 -0.21
C -2.356574 -4.215585 -0.440456 -0.61 0.23 0.44
O 0.509422 -1.694709 2.694215 -0.13 1.52 -1.14
C -3.432691 -3.235315 -0.327655 -0.60 -0.67 -1.99
C -4.132688 -3.125145 -1.805556 -0.70 1.48 1.07
C -5.488209 -2.442233 -1.583612 0.27 0.89 -1.45
C -5.087226 -0.960995 -1.331929 0.53 -0.24 0.56
C -3.548307 -1.119221 -1.400038 -0.76 0.67 -0.84
O -3.378547 -2.127606 -2.434345 0.76 0.46 1.76
C -3.109264 -1.759018 -0.048576 0.95 -1.77 -1.23
C -1.603202 -1.759687 0.157522 -0.15 1.14 1.65
O -0.899251 -2.702245 -0.052130 0.22 -0.23 -0.41
O -1.074237 -0.625951 0.732536 -0.18 -1.07 -0.33
H -4.149319 -3.673494 0.340532 -0.29 -0.37 0.55
H -4.262927 -3.951970 -2.430990 0.47 -1.72 -0.53
H -5.953453 -2.475519 -2.576203 -0.15 -0.15 0.31
H -6.156431 -2.895280 -0.899002 -0.51 -0.42 0.86
H -5.414137 -0.303875 -2.128899 -0.14 -0.01 -0.05
H -5.427023 -0.545012 -0.369020 0.09 -0.19 -0.39
H -3.004314 -0.229302 -1.689888 0.16 0.11 0.01
H -3.770206 -1.490376 0.761237 0.55 0.79 0.49
O 5.114997 1.071064 1.168934 0.71 0.48 0.51
C 5.001157 0.558866 -0.019259 -0.54 0.10 -0.72
C 5.971323 0.893938 -0.972857 0.08 -0.26 0.38
C 5.782721 0.408899 -2.225927 0.36 -0.23 -2.61
C 4.759161 -0.488505 -2.634613 -0.97 0.04 2.22
C 3.807013 -0.810187 -1.694213 -0.27 0.54 -0.82
C 3.823988 -0.223058 -0.391704 0.12 0.35 0.60
C 2.676437 -0.284137 0.415444 0.31 -0.63 -0.63
O 1.530309 -0.952707 0.114991 0.78 1.02 0.77
O 2.482066 0.295638 1.605676 -0.38 -0.40 -0.80
H 4.372319 0.815676 1.701516 -0.52 -0.08 0.90
H 6.860599 1.496132 -0.760569 -0.62 -0.10 0.28
H 6.400867 0.735304 -3.090639 0.03 -0.12 1.08
H 4.690988 -0.846724 -3.632242 0.06 -0.21 -0.59
H 2.892544 -1.332082 -1.923119 0.11 -0.46 -0.36
```
Forces are in eV/Å.

Computed properties:
HOMO-LUMO gap (spin up / spin down) (eV): 5.831 / 5.832
E_LUMO (spin up / spin down) (hartree): -0.410 / -0.410
F_max (eV/Å): 2.641
Calculated total energy (a.u.): -1710.1230
E_HOMO (spin up / spin down) (eV): -17.0 / -17.0
Net charge: +3

=====

# 4
# C21H28BClO2S3

2 unconnected molecules or ions with the total composition C21H28BClO2S3 in a non-equilibrium geometry (ωB97M-V/def2-TZVPD, OMol25).

The geometry in XYZ format:
```
56
Properties=species:S:1:pos:R:3:forces:R:3
C 6.782594 -2.345526 -4.462596 0.06 0.01 -0.01
C 5.575207 -1.665009 -3.938502 -1.11 0.67 0.30
C 4.418409 -1.330914 -4.604443 0.61 -0.03 0.57
C 3.386306 -0.805325 -3.741906 1.04 -0.84 0.04
C 3.739030 -0.817704 -2.412105 -0.30 0.07 -0.94
B 2.834886 -0.384727 -1.118490 1.35 -2.87 -1.59
C 2.300784 -1.773334 -0.378051 0.49 1.36 -0.40
C 1.173697 -2.407601 -0.880691 -0.52 -0.89 0.64
C 0.630666 -3.532104 -0.235055 0.51 0.15 0.14
C 1.274295 -4.040942 0.903530 0.60 1.25 -0.70
Cl 0.632327 -5.424480 1.702025 -0.26 -0.50 0.33
C 2.453275 -3.445197 1.377356 -0.24 0.08 -0.46
C 2.967250 -2.314969 0.714405 -0.56 -0.84 0.56
O 3.746952 0.382774 -0.316594 -0.61 1.14 1.39
C 3.421737 1.733256 -0.574715 -0.27 -0.10 0.22
C 3.758073 2.525710 0.686922 -0.20 0.32 -0.09
C 4.300632 2.256034 -1.710376 -0.15 0.37 -0.20
C 1.858700 1.643850 -0.979390 0.40 0.00 -0.17
C 0.945492 1.483346 0.237768 -0.20 0.05 0.52
C 1.322507 2.758364 -1.872231 0.10 0.16 0.12
O 1.781235 0.422177 -1.680498 -0.56 1.25 0.53
S 5.406940 -1.250212 -2.244309 -0.40 -0.65 -0.64
H 6.680152 -2.431528 -5.541889 0.19 -0.07 -0.12
H 7.690678 -1.786316 -4.226486 0.07 -0.13 -0.07
H 6.859407 -3.350430 -4.035471 0.16 0.07 -0.10
H 4.319322 -1.476985 -5.676064 -0.05 0.02 0.06
H 2.436803 -0.489870 -4.142598 -0.26 0.02 0.27
H 0.703159 -2.035191 -1.787182 -0.01 0.06 0.16
H -0.264694 -4.019794 -0.608499 0.10 0.01 0.03
H 2.960034 -3.873901 2.237466 -0.06 0.03 -0.10
H 3.897348 -1.875123 1.067966 -0.18 0.08 -0.04
H 3.453130 3.573007 0.582741 -0.03 0.00 0.05
H 3.284201 2.099138 1.577412 0.07 -0.01 -0.12
H 4.847235 2.520696 0.826834 -0.27 -0.11 0.04
H 4.123605 3.331833 -1.847660 0.05 -0.14 -0.13
H 5.355604 2.124227 -1.435654 -0.27 -0.08 -0.04
H 4.118769 1.722472 -2.649794 0.00 0.13 0.21
H 0.786994 2.421886 0.778915 0.13 0.22 0.04
H -0.037064 1.117471 -0.088214 0.19 0.06 -0.10
H 1.350788 0.736913 0.932668 0.17 -0.03 -0.20
H 1.340423 3.723373 -1.347550 0.05 -0.08 -0.10
H 1.908887 2.845658 -2.794587 -0.17 -0.08 0.23
H 0.276475 2.539220 -2.131070 0.27 0.00 -0.01
C -2.899000 2.514592 4.945635 -0.04 -0.02 -0.16
C -1.799964 3.497429 4.582558 -0.27 0.12 0.00
S -0.752648 3.122344 3.140901 1.29 -0.21 0.05
C -0.391571 1.471209 3.179614 -1.84 0.61 0.95
S -1.436902 0.318383 3.827112 1.19 -0.40 0.22
C -2.365513 1.112232 5.175608 -0.39 -0.01 -0.01
H -3.309990 2.851027 5.906581 -0.10 -0.04 -0.26
H -3.707433 2.521617 4.203242 0.25 -0.02 0.16
H -2.232292 4.469646 4.302423 0.22 -0.25 0.20
H -1.115399 3.635756 5.432651 -0.12 0.07 -0.38
H 0.505504 1.110643 2.686312 -0.26 0.03 -0.67
H -1.712964 1.092010 6.060869 -0.15 -0.19 -0.34
H -3.195175 0.404731 5.319856 0.30 0.20 0.12
```
Forces are in eV/Å.

Computed properties:
HOMO-LUMO gap (eV): 2.340
E_LUMO (hartree): -0.140
F_max (eV/Å): 3.551
Calculated total energy (a.u.): -2647.0341
E_HOMO (eV): -6.1

=====

Question: Which of these has the lowest F_max?
Answer: C21H27NO4

=====

Question: Which value of calculated total energy does entry 2 give?
Answer: -1720.6458 a.u.

=====

Question: Which value of F_max does entry 2 give?
Answer: 3.965 eV/Å